[1]
{
  "formula": "C8H14NOS2",
  "method": "the ωB97M-V functional and the def2-TZVPD basis",
  "charge": 1,
  "homo_lumo_gap_ev": 5.81,
  "fmax_ha_per_bohr": 0.0928,
  "e_homo_ev": -11.1199,
  "e_above_lowest_kj_mol": 206.8,
  "species": ["H", "S", "H", "H", "C", "C", "H", "C", "H", "N", "H", "H", "H", "C", "H", "C", "O", "C", "H", "C", "H", "H", "H", "H", "C", "S"],
  "coordinates": [[-4.273, 0.135, 1.687], [-2.128, 1.632, -0.955], [-2.470, -0.190, 1.637], [2.430, -2.471, -1.885], [-2.292, -0.026, -1.225], [1.344, -1.288, -0.344], [2.212, 1.257, 1.486], [2.924, 1.541, 0.619], [3.906, 1.686, 0.957], [2.893, 0.548, -0.457], [2.475, 2.518, 0.391], [0.742, -2.138, 1.653], [3.513, -0.246, -0.296], [-3.266, 1.534, 0.515], [0.650, 0.610, -0.871], [1.805, -2.419, -0.930], [-0.399, -0.532, 1.010], [0.477, -1.344, 0.797], [-4.386, 1.646, 0.047], [-3.388, 0.133, 1.073], [1.805, -3.427, -0.559], [-3.004, 2.387, 1.075], [-1.882, -0.326, -2.179], [1.884, -0.216, -1.942], [1.567, 0.058, -1.013], [-3.140, -1.063, -0.291]],
  "nbo_charge": [0.281, 0.553, 0.283, 0.219, -0.476, -0.163, 0.148, -0.405, 0.217, -0.623, 0.195, 0.141, 0.372, -0.513, 0.208, -0.296, -0.608, 0.429, 0.241, -0.564, 0.215, 0.268, 0.284, 0.214, -0.256, 0.637]
}

---

[2]
{
  "formula": "C8H14NP",
  "method": "the ωB97M-V functional and the def2-TZVPD basis",
  "homo_lumo_gap_ev": 8.60,
  "fmax_ha_per_bohr": 0.0756,
  "e_homo_ev": -8.8622,
  "e_above_lowest_kj_mol": 99.1,
  "smiles": "[H]/P=C1/C(C)=N[C@H](C)C[C@@H]1C",
  "species": ["H", "C", "N", "C", "H", "C", "H", "H", "H", "H", "H", "H", "H", "H", "C", "H", "C", "C", "H", "H", "P", "C", "C", "H"],
  "coordinates": [[0.565, -2.754, -1.757], [1.772, 2.727, -0.412], [-0.430, 1.763, -0.533], [1.140, -2.254, -0.986], [2.160, -2.381, -1.439], [-0.876, -0.757, -0.406], [-0.804, -1.166, 0.630], [-1.726, 1.186, 1.511], [1.100, -2.812, 0.072], [-2.020, 0.768, -1.373], [-2.628, -0.242, 0.897], [0.518, -0.359, -1.845], [2.769, -1.418, 0.876], [-3.209, 1.535, 0.787], [-1.440, 0.711, -0.489], [1.250, 3.616, -0.718], [1.435, 0.233, -0.160], [0.633, -0.836, -0.929], [2.496, 2.365, -1.044], [2.352, 2.885, 0.482], [2.859, -0.107, 0.744], [0.783, 1.562, -0.330], [-2.373, 0.845, 0.750], [-1.445, -1.447, -1.069]],
  "nbo_charge": [0.221, -0.651, -0.403, -0.623, 0.223, -0.400, 0.201, 0.211, 0.215, 0.199, 0.210, 0.210, -0.063, 0.219, -0.078, 0.233, -0.349, -0.284, 0.216, 0.228, 0.402, 0.248, -0.600, 0.216]
}

---

[3]
{
  "formula": "C8H14NS",
  "method": "the ωB97M-V functional and the def2-TZVPD basis",
  "charge": 1,
  "homo_lumo_gap_ev": [7.36, 7.78],
  "fmax_ha_per_bohr": 0.0671,
  "e_homo_ev": [-11.5449, -11.7519],
  "e_above_lowest_kj_mol": 474.5,
  "species": ["C", "H", "H", "N", "H", "C", "H", "H", "H", "C", "H", "H", "C", "H", "H", "C", "C", "H", "H", "C", "H", "S", "H", "C"],
  "coordinates": [[-1.719, 1.277, 0.202], [1.757, -2.334, -0.947], [1.193, 2.731, -0.988], [-0.275, 1.203, -0.198], [0.023, 3.303, 0.302], [1.652, -0.468, 0.235], [-1.890, 2.112, 0.875], [-0.627, -1.053, -1.379], [1.967, -2.630, 0.739], [-0.030, -2.259, 0.234], [-3.075, -2.129, -0.527], [-0.285, -2.968, 0.929], [-0.947, -1.589, -0.501], [-0.176, 0.809, -1.080], [-0.034, 0.133, 1.711], [-2.338, -1.356, -0.333], [0.726, 0.468, 0.906], [1.365, 1.314, 1.368], [1.881, -0.065, -0.758], [1.424, -1.933, 0.050], [2.544, -0.381, 0.856], [-3.001, 0.133, 0.098], [-0.337, 3.078, -1.295], [0.202, 2.605, -0.498]],
  "nbo_charge": [-0.508, 0.250, 0.247, -0.393, 0.237, -0.470, 0.236, 0.186, 0.242, -0.081, 0.261, 0.216, -0.304, 0.424, 0.254, -0.438, -0.181, 0.243, 0.225, -0.460, 0.257, 0.761, 0.244, -0.448]
}

---

[4]
{
  "formula": "C8H14O3S",
  "method": "the ωB97M-V functional and the def2-TZVPD basis",
  "homo_lumo_gap_ev": 9.96,
  "fmax_ha_per_bohr": 0.0794,
  "e_homo_ev": -9.1617,
  "e_above_lowest_kj_mol": 174.0,
  "smiles": "CO[C@H]1CO[C@]2(S)CCO[C@]12C",
  "species": ["H", "H", "C", "H", "H", "C", "S", "H", "H", "C", "O", "C", "O", "H", "O", "H", "C", "H", "C", "C", "H", "C", "H", "H", "H", "H"],
  "coordinates": [[1.589, -0.284, 0.941], [3.959, 1.415, 0.137], [-0.114, -0.287, -0.419], [-0.698, -1.797, 2.077], [3.665, 1.042, -1.495], [-2.229, -0.886, 0.627], [-2.531, 1.220, -1.153], [-1.477, -2.903, 0.997], [-3.753, 0.770, -0.856], [1.059, 0.461, 0.334], [-0.103, -1.577, 0.177], [-1.503, 0.338, 0.217], [-1.175, 1.020, 1.340], [-0.563, 0.042, -2.568], [1.873, 1.318, -0.412], [0.557, 1.319, 2.415], [0.222, 1.392, 1.360], [3.119, -0.167, -0.197], [3.197, 0.866, -0.490], [0.087, -0.466, -1.926], [-2.683, -1.398, -0.231], [-1.126, -1.777, 1.092], [-3.068, -0.632, 1.365], [0.174, -1.513, -2.034], [0.445, 2.383, 0.921], [1.080, 0.104, -2.219]],
  "nbo_charge": [0.200, 0.172, 0.227, 0.181, 0.188, -0.487, -0.107, 0.177, 0.127, 0.052, -0.549, 0.216, -0.530, 0.239, -0.536, 0.195, -0.093, 0.179, -0.251, -0.654, 0.226, -0.064, 0.240, 0.237, 0.196, 0.219]
}

---

[5]
{
  "formula": "C8H14O5",
  "method": "the ωB97M-V functional and the def2-TZVPD basis",
  "homo_lumo_gap_ev": 11.02,
  "fmax_ha_per_bohr": 0.0921,
  "e_homo_ev": -10.3999,
  "e_above_lowest_kj_mol": 91.8,
  "smiles": "CC(=O)OCCCCCOC(=O)O",
  "species": ["H", "H", "H", "H", "H", "C", "H", "O", "H", "O", "C", "C", "C", "C", "H", "H", "H", "O", "H", "C", "C", "H", "H", "O", "O", "H", "C"],
  "coordinates": [[2.115, -3.114, 0.745], [3.836, -2.511, 0.277], [-1.483, 1.028, 1.721], [2.162, 1.341, 0.924], [0.871, 0.030, 0.891], [0.104, 2.171, 0.501], [0.186, 2.924, -0.370], [1.471, -2.242, -1.694], [0.678, 0.266, -1.725], [2.689, -0.270, -1.250], [1.204, 0.995, 0.385], [2.221, -1.579, -0.941], [2.745, -2.199, 0.457], [-2.059, 0.878, -0.462], [-2.467, 1.682, -1.182], [-1.352, 0.232, -1.076], [0.399, 2.780, 1.437], [-3.668, -2.263, -0.390], [1.870, 1.683, -1.638], [-1.385, 1.649, 0.766], [1.591, 0.673, -1.154], [-2.028, 2.593, 0.946], [-4.204, -2.659, 0.339], [-3.243, 0.117, -0.029], [-1.986, -1.586, 1.018], [2.634, -1.398, 1.261], [-2.905, -1.221, 0.244]],
  "nbo_charge": [0.248, 0.245, 0.236, 0.216, 0.217, -0.417, 0.211, -0.555, 0.187, -0.555, -0.448, 0.810, -0.730, -0.078, 0.200, 0.197, 0.223, -0.710, 0.198, -0.435, -0.076, 0.210, 0.500, -0.522, -0.585, 0.233, 0.979]
}

---

[6]
{
  "formula": "C8H15BN2",
  "method": "the ωB97M-V functional and the def2-TZVPD basis",
  "homo_lumo_gap_ev": 7.85,
  "fmax_ha_per_bohr": 0.0744,
  "e_homo_ev": -7.2119,
  "e_above_lowest_kj_mol": 268.3,
  "smiles": "CC/N=C/C=C\\C=B\\N(C)C",
  "species": ["H", "H", "C", "C", "H", "C", "H", "B", "N", "H", "H", "H", "C", "N", "C", "C", "H", "H", "H", "H", "H", "H", "C", "H", "H", "C"],
  "coordinates": [[-0.878, -2.202, -1.404], [2.718, 0.860, -1.877], [-1.332, -2.426, -0.389], [1.815, 1.025, 2.119], [0.774, 2.667, -2.230], [-2.847, -0.442, -0.149], [-0.204, 1.256, -2.937], [-0.806, -0.503, 1.153], [1.183, 0.799, -0.261], [-0.785, -3.062, 0.316], [1.257, 1.609, -3.679], [-2.575, 0.420, -0.724], [1.572, 0.674, -1.692], [-1.671, -1.171, 0.290], [0.811, 0.497, 2.886], [0.788, 1.642, -2.616], [1.179, 0.477, 3.917], [-3.448, 0.137, 0.709], [-0.576, -0.956, 3.446], [3.118, 1.094, 0.500], [2.643, 1.509, 2.656], [-2.261, -2.935, -0.796], [1.974, 0.988, 0.717], [1.357, -0.405, -1.979], [-3.617, -1.103, -0.510], [-0.190, -0.452, 2.534]],
  "nbo_charge": [0.196, 0.171, -0.399, -0.359, 0.221, -0.414, 0.208, 1.046, -0.486, 0.228, 0.208, 0.207, -0.230, -0.762, -0.096, -0.621, 0.198, 0.206, 0.253, 0.124, 0.208, 0.201, 0.122, 0.197, 0.210, -0.837]
}

---

[7]
{
  "formula": "C8H15BO2",
  "method": "the ωB97M-V functional and the def2-TZVPD basis",
  "homo_lumo_gap_ev": 10.28,
  "fmax_ha_per_bohr": 0.0911,
  "e_homo_ev": -9.5362,
  "e_above_lowest_kj_mol": 174.2,
  "smiles": "C=C[C@H](B1OCCO1)C(C)C",
  "species": ["H", "H", "H", "C", "H", "H", "H", "H", "C", "O", "C", "H", "H", "C", "O", "H", "C", "H", "C", "C", "H", "H", "H", "B", "C", "H"],
  "coordinates": [[3.234, 1.444, 0.277], [1.423, 2.120, -1.483], [2.843, -0.207, -0.141], [0.755, -1.553, -0.196], [0.368, -0.523, 1.767], [-4.326, 0.782, 0.924], [0.416, -1.412, -1.252], [2.485, 0.326, 1.506], [1.101, 0.907, 0.275], [-1.914, -0.909, -0.545], [2.649, 0.613, 0.470], [1.774, -3.396, -0.378], [0.699, 0.540, -1.715], [0.218, -0.356, 0.716], [-2.254, 0.577, 1.111], [1.487, -2.768, 1.366], [-3.295, -0.583, -0.550], [-3.607, -0.304, -1.568], [-3.392, 0.628, 0.382], [1.288, -2.666, 0.271], [0.874, 1.717, 1.070], [-0.329, 1.756, -1.146], [-3.266, 1.503, -0.386], [-1.336, -0.222, 0.528], [0.666, 1.390, -1.095], [-3.969, -1.314, -0.169]],
  "nbo_charge": [0.208, 0.209, 0.209, -0.154, 0.231, 0.194, 0.211, 0.211, -0.144, -0.687, -0.611, 0.203, 0.201, -0.622, -0.680, 0.191, -0.092, 0.182, -0.073, -0.417, 0.192, 0.207, 0.143, 1.142, -0.623, 0.170]
}

---

[8]
{
  "formula": "C8H15Br9O7S2",
  "method": "the ωB97M-V functional and the def2-TZVPD basis",
  "homo_lumo_gap_ev": 9.71,
  "fmax_ha_per_bohr": 0.0398,
  "e_homo_ev": -9.7711,
  "e_above_lowest_kj_mol": 0.0,
  "species": ["Br", "H", "O", "O", "C", "H", "Br", "S", "Br", "C", "H", "Br", "H", "H", "O", "H", "Br", "H", "C", "H", "C", "C", "H", "Br", "O", "O", "H", "H", "Br", "H", "S", "C", "Br", "H", "O", "O", "C", "C", "Br", "H", "H"],
  "coordinates": [[24.822, -5.884, 7.711], [20.974, -8.476, 9.222], [23.617, -7.423, 12.322], [28.681, -4.689, 9.467], [21.398, -9.085, 10.024], [27.267, -3.507, 6.022], [26.265, -7.696, 9.875], [29.919, -4.702, 8.757], [19.199, -5.983, 11.877], [30.667, -6.315, 8.754], [24.033, -6.678, 9.936], [21.687, -5.044, 13.600], [28.611, -3.925, 4.915], [22.633, -10.832, 9.816], [30.945, -3.761, 9.067], [31.213, -6.382, 9.691], [29.131, -4.706, 12.812], [29.860, -7.032, 8.656], [27.844, -4.320, 5.585], [27.200, -4.918, 4.939], [20.695, -4.770, 11.982], [28.275, -3.021, 12.420], [20.279, -3.775, 12.001], [29.589, -1.677, 11.994], [23.604, -9.373, 10.848], [29.629, -4.504, 7.207], [27.695, -3.197, 11.526], [23.213, -9.380, 8.848], [25.439, -4.733, 10.609], [31.399, -6.209, 7.960], [22.851, -8.555, 11.985], [22.745, -9.754, 9.750], [27.141, -2.452, 13.850], [28.843, -6.136, 6.250], [22.405, -9.425, 12.996], [21.625, -8.109, 11.079], [24.971, -6.270, 9.589], [28.482, -5.179, 6.643], [21.893, -4.894, 10.483], [20.525, -9.666, 10.328], [27.761, -5.446, 7.416]],
  "nbo_charge": [0.073, 0.215, -0.906, -0.956, -0.116, 0.222, 0.074, 2.398, 0.082, -0.890, 0.225, 0.111, 0.222, 0.212, -0.925, 0.259, 0.080, 0.246, -0.630, 0.218, -0.495, -0.500, 0.227, 0.094, -0.698, -0.721, 0.231, 0.211, 0.131, 0.254, 2.576, -0.100, 0.094, 0.174, -0.907, -0.700, -0.500, -0.089, 0.083, 0.209, 0.210]
}